# 1
A structure of composition C33H58BIrN10, computed with ωB97M-V/def2-TZVPD.

HOMO energy ... -13.96 eV
Net charge ... +2
Gap between HOMO and LUMO ... 5.777 eV
LUMO level ... -0.3008 Eh

Geometry as XYZ:
```
103
C33H58BIrN10 ωB97M-V/def2-TZVPD
Ir 0.13087 0.16836 0.34436
C 2.31584 0.14537 -4.11976
C 2.12638 -0.57586 -2.78003
C 2.54566 0.34668 -1.64058
C 0.71422 -1.05228 -2.67191
C 0.06940 -1.92532 -3.53869
C -1.22783 -2.08769 -3.04848
C -2.16982 -3.09071 -3.63626
C -3.55397 -2.59502 -4.04864
C -2.26063 -4.29091 -2.68319
N -1.33501 -1.32372 -1.93689
N -0.15195 -0.70698 -1.71542
B -2.52333 -1.08812 -0.95822
N -2.70590 0.46192 -0.81673
N -1.66404 1.21310 -0.38492
C -1.89845 2.50522 -0.66169
C -3.16014 2.59714 -1.22488
C -3.64884 1.28878 -1.32474
C -4.93582 1.05064 -2.05283
C -4.58474 0.84282 -3.53846
C -5.88979 -0.02276 -1.54402
C -0.94969 3.64175 -0.42394
C 0.51710 3.22942 -0.55713
C -1.22914 4.80595 -1.38207
N -2.14753 -1.78858 0.39171
N -0.86433 -1.73538 0.81262
C -0.66366 -2.65792 1.76413
C -1.87242 -3.30038 1.99240
C -2.79540 -2.73058 1.11509
C -4.25473 -3.04110 1.17123
C -5.02650 -1.74683 1.42848
C -4.82106 -3.82788 -0.01343
C 0.65786 -2.95204 2.40786
C 1.80686 -2.25500 1.68395
C 0.90854 -4.46348 2.44840
H 3.34292 0.48385 -4.21506
H 1.65320 1.00567 -4.17868
H 2.09598 -0.51419 -4.95282
H 2.76496 -1.46584 -2.77466
H 2.11517 1.33240 -1.79161
H 3.62730 0.44978 -1.62066
H 2.23421 -0.06084 -0.65859
H 0.48517 -2.39350 -4.40574
H -1.68249 -3.43714 -4.55366
H -4.16173 -2.30159 -3.20166
H -4.07607 -3.39622 -4.56389
H -3.47026 -1.76032 -4.73904
H -2.62437 -3.98280 -1.70912
H -1.28241 -4.74944 -2.56453
H -2.93856 -5.03298 -3.09399
H -3.49028 -1.56754 -1.39464
H -3.67381 3.48502 -1.53516
H -5.48365 2.00039 -1.99076
H -3.90814 0.00263 -3.64935
H -4.10721 1.73050 -3.94732
H -5.49571 0.64732 -4.09850
H -5.48587 -1.02525 -1.62819
H -6.79763 0.01876 -2.14148
H -6.15901 0.17158 -0.50891
H -1.12925 4.01602 0.59000
H 0.78881 3.18146 -1.60869
H 0.71704 2.23908 -0.09886
H 1.15854 3.96060 -0.07216
H -1.26483 4.46747 -2.41493
H -0.43629 5.54383 -1.28818
H -2.16674 5.29804 -1.14230
H -2.07571 -4.07147 2.70523
H -4.38140 -3.68975 2.04446
H -4.75818 -0.98877 0.70336
H -4.79663 -1.36904 2.42038
H -6.09365 -1.93300 1.37812
H -4.83372 -3.25026 -0.92952
H -5.84164 -4.12016 0.21838
H -4.24693 -4.73478 -0.17752
H 0.61646 -2.60230 3.44783
H 1.98823 -2.73472 0.72498
H 2.71805 -2.29731 2.27530
H 1.56672 -1.19079 1.50548
H 0.85259 -4.89204 1.45196
H 0.18424 -4.96548 3.08134
H 1.89937 -4.65804 2.84825
C 1.63587 1.68196 2.95404
N 1.74488 2.23887 4.27857
C 0.85033 3.38006 4.41498
N -0.52043 2.93515 4.19897
C -0.64835 2.37690 2.87454
N 0.25197 1.21092 2.66915
C -0.10019 0.22894 3.72925
N 0.01320 0.79801 5.04869
C 1.38566 1.23570 5.27099
C -0.87692 1.93883 5.19925
H 2.33251 0.84336 2.86970
H 1.91560 2.44794 2.22596
H 1.10703 4.14288 3.67620
H 0.95041 3.80319 5.41436
H -0.39091 3.14973 2.14944
H -1.67972 2.05829 2.71125
H 0.59122 -0.61200 3.67468
H -1.12388 -0.12085 3.56229
H 2.05889 0.38007 5.19588
H 1.47548 1.66755 6.26612
H -0.76757 2.35764 6.20028
H -1.91578 1.63037 5.06173
```

Atom charges from the Löwdin analysis, given in e for atoms 1 to 8:
1. Ir 1.316
2. C -0.038
3. C -0.346
4. C -0.070
5. C -0.235
6. C 0.068
7. C -0.154
8. C -0.332

=====

# 2
A structure of composition C36H44N9P2SbSe2TeW, computed with ωB97M-V/def2-TZVPD.

⟨S²⟩ ... 2.0362
HOMO energy (alpha / beta) ... -0.87 / -1.06 eV
Net charge ... -2
Gap between HOMO and LUMO (alpha / beta) ... 4.924 / 5.104 eV
ΔE to the lowest compared entry with this formula, charge and spin ... 232.8 kJ/mol
2S+1 ... 3
LUMO level (alpha / beta) ... 0.1489 / 0.1487 Eh

Geometry as XYZ:
```
96
C36H44N9P2SbSe2TeW ωB97M-V/def2-TZVPD
W -0.29828 0.97927 0.37541
N 1.66554 -1.52041 -3.49949
C 1.70484 -0.21994 -3.08092
N 2.11554 0.68994 -3.93696
C 2.10313 1.97984 -3.43712
N 2.54886 2.92268 -4.36874
N 1.76676 2.39446 -2.27454
C 1.33729 1.43748 -1.31980
N 1.25181 0.07354 -1.84840
C 2.33563 1.43339 -0.17344
C 3.70996 1.62920 -0.27570
C 4.47149 1.63189 0.87714
C 3.82625 1.52134 2.09898
C 2.44931 1.34962 2.12217
N 1.74358 1.25865 1.00386
H 1.69606 -1.59149 -4.50371
H 0.99734 -2.11778 -3.03675
H 2.36931 2.62474 -5.31517
H 2.18684 3.84094 -4.16011
H 4.13824 1.77358 -1.25953
H 5.55129 1.72014 0.83009
H 4.36878 1.56575 3.03368
H 1.89128 1.27280 3.04454
Se -2.40248 1.32942 1.53025
P -1.36631 -1.39720 3.82550
Se 0.14944 -0.82202 2.29374
C -0.91473 -0.25879 5.21637
C 0.26126 -0.27375 5.96534
C 0.49318 0.67952 6.94796
C -0.45079 1.66881 7.20394
C -1.62537 1.69382 6.46846
C -1.85445 0.73405 5.48689
C -0.60450 -3.01761 4.28989
C -1.49010 -4.08584 4.41585
C -1.04066 -5.36001 4.75866
C 0.30667 -5.57467 4.99668
C 1.20560 -4.52216 4.85550
C 0.75678 -3.26333 4.48116
H 1.01715 -1.02265 5.77026
H 1.42256 0.65825 7.50669
H -0.26282 2.41883 7.96355
H -2.36339 2.46676 6.64821
H -2.76182 0.76924 4.89422
H -2.54419 -3.91216 4.22873
H -1.74485 -6.18014 4.83204
H 0.66236 -6.56266 5.26670
H 2.26369 -4.68681 5.02341
H 1.47198 -2.47523 4.28220
Te -3.07697 1.21555 -4.06820
C -0.93676 3.43296 -2.46836
Sb -1.71688 1.54244 -1.70972
C -0.07590 3.15871 0.75958
C -3.34722 2.84205 -1.10117
H -1.75314 4.14243 -2.38977
H -0.67381 3.30673 -3.51856
H -0.06267 3.75634 -1.91453
H -0.91789 3.82044 0.57446
H 0.85424 3.63876 0.43824
H -0.01130 3.13034 1.85408
H -3.63980 3.40984 -1.97780
H -3.00126 3.47374 -0.28424
H -4.18262 2.24147 -0.74094
C 0.77180 -0.74717 -0.81228
C 1.66012 -1.86742 -0.50930
C 1.20192 -2.99570 0.20002
C 2.04692 -4.02701 0.57702
C 3.39664 -3.99220 0.24081
C 3.87825 -2.89119 -0.46034
C 3.03294 -1.85444 -0.82616
H 0.15777 -3.05516 0.46147
H 1.64408 -4.86459 1.13604
H 4.05893 -4.80029 0.52882
H 4.92811 -2.83525 -0.72730
H 3.45516 -0.99777 -1.33419
C -4.74929 -3.12291 0.13062
N -3.45658 -3.72922 0.44715
C -2.92993 -4.36499 -0.75944
N -2.85293 -3.49123 -1.92095
C -4.15776 -2.87525 -2.15310
N -4.68943 -2.18822 -0.97887
C -3.87850 -0.99749 -0.65565
P -2.08308 -1.36736 -0.23910
C -2.53344 -2.71281 0.97975
C -1.81382 -2.46152 -1.73785
H -5.11562 -2.60233 1.01773
H -5.44779 -3.92516 -0.12911
H -3.58519 -5.20508 -1.01058
H -1.93144 -4.75292 -0.54142
H -4.85973 -3.66783 -2.43332
H -4.07469 -2.15732 -2.97023
H -4.30327 -0.48454 0.20778
H -3.93295 -0.32049 -1.50819
H -3.00820 -2.20226 1.81805
H -1.64040 -3.20205 1.37045
H -0.84465 -2.95802 -1.65517
H -1.79971 -1.81373 -2.61763
```

Atom charges from the Löwdin analysis, given in e for atoms 1 to 8:
1. W 0.616
2. N 0.174
3. C -0.432
4. N 0.140
5. C -0.505
6. N 0.102
7. N 0.099
8. C -0.425

=====

# 3
A structure of composition C22H26FNO3, computed with ωB97M-V/def2-TZVPD.

HOMO energy ... -8.70 eV
Net charge ... 0
Gap between HOMO and LUMO ... 8.644 eV
LUMO level ... -0.0020 Eh

Geometry as XYZ:
```
53
C22H26FNO3 ωB97M-V/def2-TZVPD
C -4.02944 -2.43072 5.55819
H -4.61528 -3.32614 5.13372
H -3.29883 -2.82367 6.22595
H -4.84135 -1.92503 6.11764
O -3.81501 -1.55361 4.26349
C -2.98506 -0.40961 4.69662
O -2.69772 -0.00992 5.86707
C -2.70532 0.23344 3.49663
C -2.01521 1.44846 3.71462
C -1.63731 2.34851 2.73627
C -1.74626 1.72444 1.47106
C -2.48104 0.54686 1.11054
C -3.02876 0.01255 2.14649
H -3.35747 -1.09931 2.15961
H -2.77815 0.33984 0.10569
C -1.30904 2.82399 0.25777
N -0.83398 2.12515 -0.79283
C 0.53446 1.49787 -0.34555
C 0.94392 0.29881 -1.26194
C 0.17040 -0.78297 -1.35875
H -0.99792 -0.44046 -1.52194
O 0.38431 -1.61087 -2.54312
H 1.09880 -2.10001 -2.49848
H 0.34640 -1.37827 -0.44719
C 1.02856 0.83182 -2.77941
C -0.21507 1.73118 -3.05316
C -0.70373 2.84874 -2.09192
H -1.62876 2.95007 -2.23304
H 0.18491 3.59293 -1.92183
H -0.88706 1.04170 -3.24485
H -0.03899 2.18470 -4.02085
H 1.36810 0.32008 -3.57196
H 1.94175 1.83251 -2.60690
C 2.38601 0.06424 -0.89417
C 3.06221 -1.10038 -1.63296
C 3.02659 -2.62910 -1.00512
C 3.40253 -3.60900 -1.89438
C 4.41210 -3.18212 -2.85196
C 4.36366 -2.01573 -3.45478
C 3.93597 -1.02456 -2.74500
H 3.91551 0.22608 -3.00617
H 5.14860 -1.75978 -4.32379
H 4.73612 -4.06094 -3.62487
H 3.46645 -4.39996 -1.50107
F 2.36429 -2.84066 -0.06925
H 2.95813 0.90458 -0.75235
H 2.24700 -0.21653 0.26682
H 0.21430 1.09298 0.68231
H 1.13420 2.10848 -0.19295
H -0.64406 3.51607 0.55407
H -2.37700 3.14322 -0.16516
H -1.12854 3.18512 2.91998
H -1.97893 1.75491 4.92313
```

Atom charges from the Löwdin analysis, given in e for atoms 1 to 8:
1. C -0.014
2. H 0.098
3. H 0.064
4. H 0.082
5. O -0.104
6. C -0.367
7. O 0.043
8. C -0.177

=====

# 4
An isolated molecule of C2S4, computed with ωB97M-V/def2-TZVPD.

HOMO energy (alpha / beta) ... -8.60 / -8.61 eV
Net charge ... 0
Gap between HOMO and LUMO (alpha / beta) ... 6.833 / 6.858 eV
ΔE to the lowest compared entry with this formula, charge and spin ... 307.3 kJ/mol
LUMO level (alpha / beta) ... -0.0648 / -0.0644 Eh

Geometry as XYZ:
```
6
C2S4 ωB97M-V/def2-TZVPD
C 0.12723 -0.17671 0.66293
C 0.60508 0.45698 -0.30609
S -0.87885 -0.86627 1.76201
S -2.31791 -1.61879 0.77025
S 0.73660 1.97382 -1.16973
S 1.72785 0.23097 -1.71937
```

Calculated atomic charges, method Löwdin, unit e:
1. C -0.549
2. C -1.049
3. S 0.422
4. S 0.089
5. S 0.560
6. S 0.527